12
Properties=species:S:1:pos:R:3:forces:R:3:mulliken_charge:R:1 method="wB97M-V/def2-TZVPD" smiles="C/C(Cl)=C/C(Cl)(Cl)Cl" lumo_energy_ev=0.06 orbital_gap_ev=9.4 e_tot_ha=-1995.5197
C -0.403 -0.682 -0.365 -0.9449 3.4454 -0.3855 -1.344
C 1.021 -0.636 -0.059 4.8949 2.8655 -0.8270 0.816
Cl 1.506 -2.221 0.406 0.3140 -0.3840 0.1104 -0.181
C 2.043 0.402 -0.217 -4.1432 -2.7598 0.8818 -0.791
C 3.512 0.273 -0.074 0.3924 -1.5626 1.1281 0.466
Cl 4.094 -0.428 -1.574 0.5325 -0.3660 -0.5424 -0.092
Cl 4.062 -0.862 1.329 -0.1160 1.2466 -0.8829 -0.157
Cl 4.299 1.828 0.162 -0.1221 0.1283 0.1793 -0.135
H -0.812 -1.610 -0.383 -0.6794 -3.0246 0.3630 0.452
H -1.004 -0.108 0.323 -0.0624 0.2851 0.6891 0.309
H -0.753 -0.290 -1.306 0.6594 0.5966 -0.7370 0.327
H 1.833 1.422 -0.544 -0.7251 -0.4704 0.0229 0.329



10
Properties=species:S:1:pos:R:3:forces:R:3:mulliken_charge:R:1 method="wB97M-V/def2-TZVPD" smiles="C=C/C(F)=C/Cl" lumo_energy_ev=-0.06 orbital_gap_ev=8.7 e_tot_ha=-714.7623
C 1.919 0.799 -0.018 -1.4552 0.1124 -0.6269 -0.627
C 0.876 -0.092 0.092 -0.9068 -0.7770 -0.3194 -0.105
C -0.653 0.008 -0.092 -3.5487 -0.2979 0.6955 0.507
F -1.030 1.342 0.082 0.3474 -1.3125 -0.3865 -0.245
C -1.852 -0.887 -0.110 4.7955 2.1935 -0.3591 -0.467
Cl -3.457 -0.275 0.050 0.6152 0.1258 -0.0809 -0.125
H 2.156 1.862 -0.431 -1.6366 -1.9734 0.8178 0.254
H 2.813 0.363 0.339 0.9936 -0.4449 0.2133 0.249
H 1.082 -1.150 0.434 0.2667 1.4382 -0.3086 0.231
H -1.854 -1.969 -0.345 0.5290 0.9358 0.3548 0.328



10
Properties=species:S:1:pos:R:3:forces:R:3:mulliken_charge:R:1 method="wB97M-V/def2-TZVPD" lumo_energy_ev=0.73 orbital_gap_ev=9.6 e_tot_ha=-714.8260
F 2.059 -1.437 0.000 0.2589 1.4223 -0.1444 -0.247
C 1.895 -0.068 -0.026 -1.9501 -1.0581 0.2156 -0.144
C 0.667 0.460 -0.020 0.6188 -1.2182 0.1142 -0.323
C -0.551 -0.370 -0.019 -1.0499 1.4755 0.1058 -0.126
C -1.767 0.210 -0.008 0.3262 -0.1589 0.1051 -0.263
Cl -3.247 -0.721 -0.011 0.4116 0.1643 0.0144 -0.185
H 2.753 0.544 0.008 1.2074 -0.0209 -0.0232 0.382
H 0.661 1.539 0.036 -0.4259 0.0585 -0.1370 0.260
H -0.490 -1.449 0.006 0.2155 0.0365 -0.1202 0.317
H -1.979 1.292 0.035 0.3875 -0.7010 -0.1303 0.329